Record 1
Here is CH6N3OP3 as an isolated structure at a distorted geometry from the OMol25 dataset. Energies are from wB97M-V/def2-TZVPD.

As for the charge: 0. Its orbital gap is 0.279 hartree. Its energy relative to the best compared isomer or geometry (same formula, charge and spin) is 5.10 kJ/mol.

Each line ends with the Mulliken charge.
Positions of all 14 atoms, in Å:
C: 1.41656 0.74273 -0.78321  -0.06
N: -1.80520 -0.03488 -0.76091  -0.08
N: 0.07275 -1.17942 0.87215  -0.40
N: 0.79224 1.20688 0.19662  -0.39
O: 2.27314 -0.24325 -0.83174  -0.44
P: -1.19491 -1.46702 -0.35469  0.06
P: -2.22499 1.13827 0.16707  0.07
P: 0.74162 0.15756 1.64014  0.01
H: 1.37895 1.35684 -1.62711  0.42
H: -0.29101 -1.57491 -1.33880  0.04
H: 0.26091 -1.99387 1.46060  0.28
H: 2.02436 -0.69499 0.00917  0.40
H: -3.20074 1.65273 -0.96868  0.07
H: -0.24366 0.93333 2.31941  0.03



Record 2
Here is a 2-piece molecular cluster, C4H10O overall at a distorted geometry from the OMol25 dataset. Energies are from wB97M-V/def2-TZVPD.

As for the charge: 0. The SMILES is C=C(C)C.O. Its orbital gap is 0.349 hartree. Its energy relative to the best compared isomer or geometry (same formula, charge and spin) is 231.41 kJ/mol.

Each line ends with the Mulliken charge.
Positions of all 15 atoms, in Å:
C: 1.26734 -0.60929 -1.83212  -0.69
C: 0.03973 -0.59776 -1.24508  0.81
C: -0.13772 0.44158 -0.24172  -1.40
C: -1.17744 -1.29956 -1.78486  -1.22
H: 1.25742 -1.61672 -2.30645  0.23
H: 2.18556 0.11888 -1.97368  0.24
H: 0.67656 0.83340 0.34640  0.39
H: -0.52176 1.26535 -0.79968  0.29
H: -0.88634 0.13877 0.45157  0.37
H: -2.14525 -1.06091 -1.21372  0.31
H: -1.39458 -0.90117 -2.74350  0.29
H: -1.10848 -2.40529 -1.84434  0.35
O: 0.63887 1.55079 4.80489  -0.61
H: 0.07132 2.26597 4.90608  0.30
H: 1.23476 1.87598 5.47622  0.31



Record 3
Here is a 2-piece molecular cluster, C3H8N2O overall at a distorted geometry from the OMol25 dataset. Energies are from wB97M-V/def2-TZVPD.

As for the charge: 0. Its orbital gap (alpha / beta) is 0.274 / 0.303 hartree. Its energy relative to the best compared isomer or geometry (same formula, charge and spin) is 803.28 kJ/mol.

Each line ends with the Mulliken charge.
Positions of all 14 atoms, in Å:
C: 0.24979 0.14570 1.46213  -0.92
N: -0.05987 -0.27598 0.09262  0.36
N: 0.78476 -1.29451 -0.30668  -0.66
O: -2.09372 -0.55965 0.49212  -0.55
H: -2.13403 -1.39820 0.01085  0.26
H: 1.77743 -1.09337 -0.19936  0.22
H: 0.58016 -1.57357 -1.25940  0.24
H: 0.15380 -0.71122 2.12926  0.32
H: 1.26964 0.54506 1.53199  0.39
H: -0.48377 0.89252 1.75363  0.29
C: -0.38493 1.04327 -0.94291  -0.23
C: 0.46451 1.56471 -1.70703  -0.44
H: 1.33411 1.63994 -2.32396  0.35
H: -1.45788 1.07531 -0.73326  0.39



Record 4
Here is C6H7FeO5 as an isolated structure at a distorted geometry from the OMol25 dataset. Energies are from wB97M-V/def2-TZVPD.

As for the expectation value of S²: 8.782. As for the charge: +2. Its orbital gap (alpha / beta) is 0.360 / 0.182 hartree. Its energy relative to the best compared isomer or geometry (same formula, charge and spin) is 271.67 kJ/mol. Its spin multiplicity is 6.

Each line ends with the Mulliken charge.
Positions of all 19 atoms, in Å:
O: 0.08015 1.97588 0.05610  -0.32
Fe: -0.03199 1.31789 1.84147  1.22
O: -1.86825 1.97481 1.21580  -0.31
C: -1.65535 2.40133 0.10003  0.41
C: 0.83015 1.75943 -1.12538  -0.44
C: 0.33551 0.54489 -1.90509  -0.86
H: 0.71515 2.65633 -1.75083  0.31
H: 1.89438 1.64838 -0.87024  0.42
H: -0.53430 0.85215 -2.50502  0.39
H: 1.12935 0.24429 -2.60507  0.40
C: -0.05848 -0.62344 -1.05127  0.27
C: 0.73688 -1.12409 -0.11100  -0.54
O: 0.35880 -2.25590 0.59481  -0.23
C: -0.21969 -2.09745 1.77778  0.73
O: -0.39996 -1.03896 2.34226  -0.48
O: -0.69534 -3.25719 2.17210  -0.36
H: -1.04668 -1.06940 -1.19516  0.46
H: 1.74518 -0.77369 0.11448  0.52
H: -1.31552 -3.13527 2.90426  0.40